Entry 1:
{
  "formula": "C20H72N12O16",
  "method": "ωB97M-V/def2-TZVPD",
  "species": ["C", "C", "O", "H", "H", "H", "H", "H", "H", "C", "C", "O", "H", "H", "H", "H", "H", "H", "C", "C", "O", "H", "H", "H", "H", "H", "H", "C", "C", "O", "H", "H", "H", "H", "H", "H", "C", "O", "N", "N", "H", "H", "H", "H", "C", "O", "N", "N", "H", "H", "H", "H", "C", "O", "N", "N", "H", "H", "H", "H", "C", "O", "N", "N", "H", "H", "H", "H", "C", "O", "N", "N", "H", "H", "H", "H", "C", "O", "N", "N", "H", "H", "H", "H", "C", "O", "H", "H", "H", "H", "C", "O", "H", "H", "H", "H", "C", "O", "H", "H", "H", "H", "C", "O", "H", "H", "H", "H", "C", "O", "H", "H", "H", "H", "C", "O", "H", "H", "H", "H"],
  "xyz": [[-20.744, 23.574, 5.765], [-19.735, 23.406, 4.707], [-19.730, 22.073, 4.288], [-20.538, 22.937, 6.620], [-21.788, 23.540, 5.436], [-20.589, 24.590, 6.105], [-18.803, 23.616, 5.247], [-19.875, 24.065, 3.884], [-18.917, 21.860, 3.837], [-15.963, 19.987, 5.065], [-17.241, 19.329, 5.611], [-17.450, 18.109, 4.984], [-15.802, 19.837, 3.992], [-15.072, 19.579, 5.559], [-15.961, 21.058, 5.221], [-18.112, 19.893, 5.469], [-17.142, 19.094, 6.649], [-18.175, 17.597, 5.452], [-20.376, 23.961, 9.307], [-19.707, 24.721, 10.425], [-18.366, 24.336, 10.402], [-20.223, 22.871, 9.334], [-19.960, 24.203, 8.309], [-21.402, 24.186, 9.278], [-20.098, 24.497, 11.383], [-19.799, 25.798, 10.167], [-17.774, 24.972, 9.881], [-19.658, 17.525, 2.598], [-19.699, 19.014, 2.772], [-20.633, 19.505, 3.734], [-18.987, 17.259, 1.839], [-20.618, 17.151, 2.207], [-19.299, 16.902, 3.448], [-19.998, 19.385, 1.799], [-18.780, 19.427, 3.030], [-20.284, 20.334, 4.058], [-22.602, 16.606, 4.702], [-23.101, 15.558, 5.456], [-22.993, 16.894, 3.490], [-21.549, 17.273, 5.144], [-23.859, 16.458, 3.179], [-22.619, 17.617, 2.907], [-21.446, 17.288, 6.198], [-21.061, 18.029, 4.531], [-19.660, 17.870, 10.958], [-19.465, 18.377, 9.689], [-20.835, 17.655, 11.383], [-18.699, 17.505, 11.762], [-21.652, 18.027, 10.851], [-20.966, 17.258, 12.320], [-17.776, 17.797, 11.476], [-18.793, 17.366, 12.775], [-23.826, 18.488, 10.667], [-24.553, 19.486, 11.253], [-23.804, 17.233, 11.004], [-22.837, 18.675, 9.856], [-24.494, 16.793, 11.592], [-23.229, 16.445, 10.513], [-22.652, 19.695, 9.624], [-22.619, 18.049, 9.063], [-19.081, 15.634, 6.428], [-19.012, 16.978, 6.880], [-18.344, 14.624, 6.821], [-19.791, 15.354, 5.416], [-17.838, 14.806, 7.721], [-18.283, 13.732, 6.325], [-20.387, 16.169, 5.089], [-20.258, 14.451, 5.285], [-23.077, 21.658, 8.690], [-23.065, 22.114, 7.415], [-24.172, 21.538, 9.424], [-22.120, 21.149, 9.345], [-24.887, 22.053, 9.037], [-24.275, 20.957, 10.223], [-21.283, 21.157, 8.750], [-22.068, 21.454, 10.349], [-21.867, 15.736, 8.628], [-21.615, 16.938, 7.957], [-21.877, 14.620, 7.936], [-21.915, 15.594, 9.920], [-21.561, 14.816, 7.022], [-21.834, 13.654, 8.271], [-21.452, 16.332, 10.441], [-21.954, 14.756, 10.348], [-23.345, 21.561, 3.752], [-22.481, 21.133, 2.670], [-22.653, 21.813, 4.648], [-24.016, 20.834, 4.129], [-23.912, 22.393, 3.477], [-21.981, 20.381, 2.923], [-17.233, 22.536, 7.341], [-17.295, 21.688, 8.485], [-16.259, 22.825, 7.076], [-17.769, 23.457, 7.523], [-17.711, 21.998, 6.523], [-18.214, 21.467, 8.668], [-18.320, 21.209, 11.502], [-18.641, 22.391, 12.205], [-19.039, 21.013, 10.645], [-18.573, 20.327, 12.037], [-17.323, 21.201, 11.226], [-18.498, 23.154, 11.553], [-20.578, 19.891, 6.863], [-19.792, 20.416, 7.899], [-20.923, 20.808, 6.373], [-21.475, 19.407, 7.205], [-19.947, 19.277, 6.156], [-19.583, 19.639, 8.443], [-24.239, 18.928, 6.361], [-24.989, 18.396, 5.321], [-23.320, 19.314, 5.945], [-23.914, 18.085, 6.989], [-24.829, 19.732, 6.860], [-24.502, 18.424, 4.519], [-16.487, 18.583, 9.332], [-16.340, 17.613, 10.307], [-17.331, 18.213, 8.759], [-15.702, 18.917, 8.664], [-16.754, 19.549, 9.705], [-16.660, 16.772, 9.933]],
  "mulliken_charge": [-0.723, -0.423, -0.589, -0.121, 0.241, 0.515, 0.256, 0.408, 0.133, -1.692, 2.631, -0.743, 0.438, 0.369, 0.310, -1.075, -0.488, 0.137, 0.436, -0.987, -0.675, -0.443, -0.128, 0.495, 0.493, 0.386, 0.341, -1.084, -0.381, -0.222, 0.550, 0.269, 0.097, 0.323, 0.294, 0.113, -0.007, -0.800, -0.194, 2.677, 0.333, 0.183, -0.962, -0.658, -0.295, 0.018, -0.276, -0.259, -0.013, 0.159, 0.369, 0.207, 0.726, -0.883, -0.193, 1.014, 0.222, 0.275, -0.136, -0.399, 0.107, -0.220, -0.373, -0.171, 0.298, 0.185, -0.154, 0.322, -0.064, -0.609, -0.089, 0.544, 0.301, 0.144, -1.251, 0.425, 0.135, -0.533, -0.257, -0.388, -0.045, 0.283, 0.202, 0.158, -0.471, -0.654, 0.047, 0.081, 0.453, 0.429, -0.111, -0.582, 0.642, 0.153, -0.581, -0.430, -0.547, -0.677, -0.074, 0.427, 0.352, 0.357, 2.724, 2.922, -0.567, -0.854, -1.279, -1.025, 0.232, -0.625, -0.405, 0.146, 0.269, 0.370, 0.240, -0.747, -0.459, 0.383, -0.044, 0.388],
  "lumo_ev": -0.23,
  "e_homo_ev": -9.07,
  "largest_force_ha_per_bohr": 0.1704,
  "total_energy_ev": -72543.774,
  "homo_lumo_gap_ev": 8.836,
  "spin_multiplicity": 1
}

Entry 2:
{
  "formula": "C11H14N2",
  "method": "ωB97M-V/def2-TZVPD",
  "species": ["C", "C", "C", "C", "C", "C", "C", "H", "H", "H", "H", "H", "H", "H", "H", "C", "C", "C", "C", "N", "N", "H", "H", "H", "H", "H", "H"],
  "xyz": [[1.651, -0.714, -0.789], [1.524, 3.055, -0.870], [1.746, 1.723, -0.632], [0.530, 3.395, -1.819], [1.044, 0.602, -1.089], [-0.286, 2.304, -2.248], [-0.066, 1.012, -1.871], [2.245, 3.782, -0.540], [2.646, 1.455, -0.070], [0.645, 4.264, -2.462], [-1.161, 2.463, -2.863], [2.666, -0.676, -1.288], [1.188, -1.691, -1.096], [-0.751, 0.235, -2.230], [1.920, -0.911, 0.282], [-0.336, -2.685, 2.890], [-1.860, -2.207, 0.947], [-1.095, -1.791, 2.039], [-1.733, -0.017, 0.973], [-2.085, -1.057, 0.168], [-1.096, -0.417, 2.024], [-2.379, -3.145, 0.807], [-2.673, -1.069, -0.645], [0.718, -2.865, 2.635], [-0.562, -3.748, 3.066], [-2.053, 0.985, 0.697], [-0.388, -2.282, 3.984]],
  "nbo_charge": [-0.651, -0.206, -0.202, -0.219, -0.018, -0.229, -0.208, 0.215, 0.197, 0.219, 0.209, 0.226, 0.230, 0.198, 0.236, -0.657, -0.120, 0.083, 0.190, -0.538, -0.464, 0.214, 0.413, 0.224, 0.234, 0.202, 0.221],
  "lumo_ev": 0.78,
  "e_homo_ev": -8.29,
  "largest_force_ha_per_bohr": 0.0867,
  "total_energy_ev": -14612.700,
  "homo_lumo_gap_ev": 9.070,
  "spin_multiplicity": 1
}

Entry 3:
{
  "formula": "C9H13BrClNO",
  "method": "ωB97M-V/def2-TZVPD",
  "species": ["C", "C", "C", "C", "C", "C", "C", "C", "C", "N", "O", "Cl", "Br", "H", "H", "H", "H", "H", "H", "H", "H", "H", "H", "H", "H", "H"],
  "xyz": [[-3.079, -1.504, 0.525], [-3.352, -0.494, 1.347], [-1.828, -1.696, -0.182], [-0.916, -0.800, -0.440], [-2.375, 0.584, 1.733], [3.364, 1.305, -1.341], [1.602, -0.339, 0.765], [2.298, 0.254, -1.621], [1.189, 0.253, -0.571], [-1.577, 1.153, 0.685], [0.100, -0.507, -1.153], [-1.546, -3.353, -0.769], [-2.548, 2.052, -0.596], [-3.824, -2.263, 0.333], [-4.328, -0.437, 1.805], [-2.918, 1.386, 2.252], [-1.647, 0.160, 2.441], [2.915, 2.292, -1.263], [4.089, 1.320, -2.150], [3.893, 1.092, -0.416], [1.931, -1.369, 0.642], [2.411, 0.244, 1.193], [0.757, -0.316, 1.450], [2.752, -0.738, -1.662], [1.839, 0.453, -2.591], [0.800, 1.268, -0.419]],
  "nbo_charge": [-0.233, -0.155, -0.204, 0.574, -0.323, -0.605, -0.645, -0.413, 0.107, -0.566, -0.467, -0.023, 0.146, 0.232, 0.213, 0.205, 0.219, 0.208, 0.219, 0.203, 0.215, 0.227, 0.230, 0.205, 0.219, 0.211],
  "lumo_ev": [-0.27, -0.45],
  "e_homo_ev": [-8.32, -7.87],
  "largest_force_ha_per_bohr": 0.0625,
  "total_energy_ev": -95641.593,
  "homo_lumo_gap_ev": [8.046, 7.428],
  "spin_multiplicity": 1
}

Entry 4:
{
  "formula": "C24H24N5OPd",
  "method": "ωB97M-V/def2-TZVPD",
  "species": ["Pd", "C", "N", "C", "C", "N", "C", "C", "C", "C", "C", "C", "N", "C", "N", "C", "C", "C", "C", "C", "C", "N", "H", "H", "H", "H", "H", "H", "H", "H", "H", "H", "H", "H", "H", "H", "H", "C", "C", "O", "C", "C", "C", "C", "C", "C", "H", "H", "H", "H", "H", "H", "H", "H", "H"],
  "xyz": [[-0.774, 0.977, -0.201], [0.112, 2.896, 1.348], [-1.232, 2.773, 0.758], [-2.254, 2.359, 1.710], [-2.132, 0.922, 2.049], [-1.372, 0.057, 1.420], [-1.565, -1.140, 2.057], [-0.994, -2.394, 1.801], [-1.369, -3.478, 2.603], [-2.292, -3.315, 3.640], [-2.870, -2.069, 3.914], [-2.478, -1.006, 3.098], [-2.826, 0.321, 3.067], [1.146, 1.815, 1.091], [1.133, 0.749, 0.304], [2.361, 0.155, 0.425], [2.868, -0.995, -0.195], [4.184, -1.383, 0.083], [4.978, -0.641, 0.962], [4.485, 0.507, 1.595], [3.169, 0.868, 1.299], [2.374, 1.901, 1.719], [0.047, 3.075, 2.430], [0.546, 3.818, 0.936], [-1.444, 3.460, 0.378], [-3.236, 2.509, 1.245], [-2.236, 2.984, 2.611], [-0.278, -2.501, 0.994], [-0.936, -4.457, 2.412], [-2.568, -4.176, 4.247], [-3.586, -1.945, 4.719], [-3.483, 0.772, 3.686], [2.242, -1.558, -0.878], [4.590, -2.271, -0.395], [5.999, -0.961, 1.158], [5.101, 1.083, 2.276], [2.648, 2.624, 2.366], [-2.829, -1.454, -3.030], [-1.782, -0.560, -2.418], [-1.894, -0.149, -1.264], [-0.592, -0.175, -3.235], [-0.416, -0.616, -4.552], [0.715, -0.228, -5.276], [1.673, 0.600, -4.691], [1.504, 1.042, -3.380], [0.375, 0.657, -2.654], [-3.622, -1.632, -2.296], [-2.393, -2.420, -3.298], [-3.277, -0.970, -3.901], [-1.141, -1.261, -5.040], [0.850, -0.571, -6.299], [2.552, 0.901, -5.256], [2.249, 1.688, -2.922], [0.254, 1.009, -1.631], [-0.286, 1.806, -1.592]],
  "nbo_charge": [0.669, -0.291, -0.529, -0.280, 0.390, -0.521, 0.146, -0.197, -0.218, -0.191, -0.225, 0.096, -0.512, 0.377, -0.565, 0.145, -0.202, -0.220, -0.195, -0.224, 0.092, -0.522, 0.217, 0.243, 0.345, 0.249, 0.206, 0.225, 0.229, 0.230, 0.228, 0.429, 0.225, 0.228, 0.228, 0.227, 0.422, -0.715, 0.599, -0.599, -0.226, -0.152, -0.216, -0.166, -0.240, -0.122, 0.243, 0.245, 0.246, 0.222, 0.228, 0.225, 0.217, 0.166, 0.085],
  "lumo_ev": [-2.41, -2.41],
  "e_homo_ev": [-9.95, -9.95],
  "largest_force_ha_per_bohr": 0.3444,
  "total_energy_ev": -38244.395,
  "charge": 1,
  "homo_lumo_gap_ev": [7.537, 7.537],
  "spin_multiplicity": 1
}

Entry 5:
{
  "formula": "H2N3O2S",
  "method": "ωB97M-V/def2-TZVPD",
  "species": ["N", "N", "N", "O", "O", "S", "H", "H"],
  "xyz": [[2.981, -0.519, -0.166], [-1.259, 0.572, -0.483], [-2.327, -0.765, 0.058], [-3.088, -0.395, 0.907], [1.857, -0.892, -0.508], [3.319, 0.858, 0.575], [-0.427, 0.046, -0.744], [-1.057, 1.094, 0.361]],
  "nbo_charge": [-0.196, -0.765, 0.306, -0.279, -0.519, -0.267, 0.379, 0.341],
  "lumo_ev": 2.54,
  "e_homo_ev": -2.65,
  "largest_force_ha_per_bohr": 0.0801,
  "total_energy_ev": -19428.874,
  "charge": -1,
  "homo_lumo_gap_ev": 5.188,
  "spin_multiplicity": 1
}

Entry 6:
{
  "formula": "C2H3NS",
  "method": "ωB97M-V/def2-TZVPD",
  "species": ["C", "C", "N", "S", "H", "H", "H"],
  "xyz": [[-0.625, -1.420, -1.311], [-0.107, -0.792, -0.441], [0.629, 1.289, 1.209], [0.550, -0.447, 1.082], [-1.198, -1.687, -2.147], [-0.375, 1.555, 1.294], [1.126, 1.502, 0.315]],
  "nbo_charge": [-0.201, -0.310, -0.939, 0.452, 0.232, 0.382, 0.385],
  "lumo_ev": 0.53,
  "e_homo_ev": -8.84,
  "largest_force_ha_per_bohr": 0.0371,
  "total_energy_ev": -14445.154,
  "homo_lumo_gap_ev": 9.364,
  "spin_multiplicity": 1
}